Computed, not measured: a structure of composition C18H11BrCl3N4O2PtSe2, with ωB97M-V/def2-TZVPD.

energy relative to the best compared isomer or geometry (same formula, charge and spin)	22.61	kcal/mol
orbital gap (alpha / beta)	0.2500 / 0.2508	Ha
charge	+1
largest force on an atom	0.0294	Eh/bohr
LUMO (alpha / beta)	-3.99 / -3.99	eV
E	-270441.8461	eV

Each line ends with the Mulliken charge.
Cartesian coordinates (Å):
Pt  -0.04  0.11  0.23  0.8737
Se  2.35  1.17  0.99  -0.1740
Se  2.24  -0.36  2.76  0.1063
C  0.38  -0.07  3.13  0.6245
C  -0.10  -0.37  4.40  -0.7471
C  -1.41  -0.04  4.70  -0.3203
C  -2.18  0.63  3.76  -0.8675
C  -1.65  0.89  2.52  -0.2603
N  -0.40  0.49  2.20  0.1622
C  3.38  0.05  -0.23  0.4364
C  4.60  0.51  -0.71  -0.5077
C  5.29  -0.29  -1.61  -0.3149
C  4.74  -1.51  -1.97  -0.5449
C  3.52  -1.88  -1.43  -0.3690
N  2.85  -1.11  -0.57  -0.0821
H  0.55  -0.83  5.12  0.3834
H  -1.81  -0.28  5.68  0.4377
H  -3.18  0.97  4.00  0.4631
H  -2.19  1.42  1.75  0.6366
H  4.99  1.47  -0.39  0.3882
H  6.23  0.03  -2.02  0.4201
H  5.26  -2.17  -2.65  0.4256
H  3.04  -2.81  -1.71  0.4074
Br  -0.34  -3.27  1.09  -0.0832
C  -1.96  -2.51  0.47  0.0472
C  -3.09  -3.28  0.32  -0.6493
C  -4.25  -2.64  -0.11  -0.3090
C  -4.23  -1.29  -0.39  -0.7291
C  -3.04  -0.60  -0.24  0.8127
N  -1.93  -1.20  0.20  -0.1915
C  -2.95  0.89  -0.59  0.2317
O  -3.97  1.42  -0.99  -0.7195
O  -1.79  1.43  -0.40  -0.7901
H  -3.07  -4.34  0.52  0.4487
H  -5.16  -3.21  -0.23  0.4471
H  -5.10  -0.74  -0.73  0.5507
Cl  1.14  0.88  -4.97  -0.0871
C  -0.42  0.52  -4.22  0.7269
Cl  -1.21  -0.82  -5.05  -0.0746
Cl  -1.45  1.92  -4.16  -0.0312
C  -0.16  0.09  -2.83  0.0567
N  0.07  -0.26  -1.77  -0.2346